No. 1
C28H24FN7O3SeV | wB97M-V/def2-TZVPD

```
! RIJCOSX wB97M-V def2-TZVPD def2/J DEFGRID3
* xyz 4 2
N 0.392 8.577 0.340
H 1.714 4.231 0.700
H 0.551 10.992 2.453
H -1.886 -0.679 2.906
N 5.446 -0.556 3.411
H -5.213 6.755 1.305
H -3.682 6.726 -0.663
C -0.495 -0.803 4.555
N 1.769 -0.387 0.273
O 0.244 2.132 0.657
C 0.128 7.244 0.343
C 4.520 -0.493 0.560
H -4.666 5.150 1.789
N 3.800 -0.705 5.358
C -1.997 2.635 -0.035
H -1.968 7.416 -0.068
O -1.382 0.314 -0.178
H 1.669 11.105 -0.270
H 1.123 -0.820 5.973
C 3.932 -0.576 -0.693
C 1.667 10.687 0.734
H -1.502 9.141 -0.428
C -2.973 3.603 -0.205
C -0.690 3.039 0.298
C -1.448 5.370 0.088
N 0.467 11.211 1.459
N -2.734 4.903 -0.137
C 2.329 -0.408 1.518
C -0.850 -0.642 3.222
H -4.705 5.313 -0.691
H 4.538 -0.678 -1.582
C 1.695 9.161 0.729
H -1.420 11.443 0.482
C 2.550 -0.516 -0.810
H 1.980 8.799 1.717
V 0.044 0.444 0.556
C 1.825 -0.591 3.946
H 2.484 8.874 0.035
C 4.184 -0.515 3.070
Se 5.541 -0.707 5.154
C -0.411 4.420 0.318
N 0.081 -0.452 2.279
C -3.914 5.808 -0.132
H 5.598 -0.488 0.668
C -4.361 6.077 1.303
C -1.158 6.730 0.114
H 2.060 -0.570 -1.775
H -0.152 10.043 -1.047
H 0.459 12.233 1.402
C 3.712 -0.447 1.708
C 1.400 -0.466 2.621
C -2.445 1.203 -0.087
H -3.563 6.535 1.889
H -1.388 10.222 1.752
H -3.994 3.292 -0.390
C -0.553 9.581 -0.143
O -3.566 0.851 0.000
H -1.271 -0.959 5.292
C 3.249 -0.599 4.177
C 0.889 4.915 0.558
F 2.414 6.612 0.729
C 0.836 -0.740 4.932
C 1.143 6.247 0.562
H 2.567 11.039 1.235
C -0.828 10.642 0.920
*
```

The total energy comes out at -139713.3036 eV. The gap between HOMO and LUMO (spin up / spin down) comes out at 5.45 / 5.95 eV. As for the LUMO energy (spin up / spin down): -12.98 / -12.50 eV. Its largest force on an atom is 3.98 eV/Å.

No. 2
C5H4N2 | wB97M-V/def2-TZVPD

```
! RIJCOSX wB97M-V def2-TZVPD def2/J DEFGRID3
* xyz 0 1
N 0.058 1.426 -0.543
H -0.818 1.602 -0.055
C 0.669 0.909 1.926
C 1.005 0.751 0.294
N 0.724 -0.277 1.773
C -0.757 -0.965 -0.513
H 2.052 0.996 0.153
C 0.273 0.007 -0.793
H 0.839 -0.185 -1.703
H -2.408 -2.491 -0.188
C -1.636 -1.773 -0.352
*
```

The total energy comes out at -8223.9717 eV. The gap between HOMO and LUMO comes out at 10.62 eV. As for the LUMO energy: 0.83 eV. Its largest force on an atom is 1.04 eV/Å.

Per-record molecular weight, g/mol: 655.4; 92.1
Per-record energy relative to the best compared isomer or geometry (same formula, charge and spin), kcal/mol: 29.79; 127.33